<w>
The following is a quantum chemistry calculation of the molecule C6H9NO, from the Open Molecules 2025 dataset.

The charge is 0. As for the SMILES: C1[C@H]2N[C@@H]3C[C@H]3O[C@H]12. The HOMO energy comes out at -8.8 eV. The value obtained for the orbital gap is 9.8132 eV.

Each line ends with the Löwdin charge.
Atoms and positions in Å:
O: 0.20 1.32 0.63  -0.085
N: -0.41 -1.26 -0.87  0.073
C: -0.74 -0.76 0.47  -0.216
C: 1.85 0.18 -1.27  -0.046
C: -1.08 0.67 0.49  -0.385
C: 0.48 -0.16 -1.14  -0.378
C: 1.18 0.43 0.09  -0.245
C: -1.86 -0.02 1.41  -0.029
H: -1.57 -0.11 2.50  0.110
H: -1.59 1.22 -0.35  0.175
H: 2.04 1.05 -1.92  0.107
H: 0.00 -0.83 1.28  0.114
H: -3.05 0.37 1.52  0.162
H: -0.09 0.66 -1.61  0.148
H: 0.41 -1.94 -0.90  0.146
H: 2.71 -0.66 -1.42  0.161
H: 1.51 -0.17 1.10  0.187

***

<x>
The following is a quantum chemistry calculation of the molecule C6H9NO, from the Open Molecules 2025 dataset.

The charge is 0. The HOMO energy comes out at -8.7 eV. The value obtained for the orbital gap is 8.9343 eV.

Each line ends with the Löwdin charge.
Atoms and positions in Å:
O: -2.40 0.12 -1.27  0.130
N: -0.22 1.86 0.30  0.163
C: 0.14 -0.40 -1.06  0.021
C: 2.52 0.40 -0.22  -0.071
C: 0.03 0.70 -0.21  -0.484
C: 1.19 -0.26 0.04  -0.240
C: -1.62 -0.20 -0.41  -0.359
C: -1.98 -0.85 0.89  0.003
H: -1.08 2.23 -0.10  0.058
H: -0.07 -1.31 -1.61  0.134
H: -1.32 -0.55 1.70  0.089
H: -3.00 -0.55 1.16  0.095
H: 2.45 1.15 -1.02  0.086
H: 3.26 -0.34 -0.53  0.071
H: 1.18 -0.95 0.88  0.124
H: -1.96 -1.94 0.77  0.100
H: 2.88 0.91 0.68  0.079

***

<y>
The following is a quantum chemistry calculation of the molecule C6H9NO, from the Open Molecules 2025 dataset.

The charge is 0. As for the SMILES: CC1(C)C=C1C(N)=O. The HOMO energy comes out at -9.6 eV. The value obtained for the orbital gap is 10.3666 eV.

Each line ends with the Löwdin charge.
Atoms and positions in Å:
O: -2.29 1.36 0.27  0.073
N: -2.90 -0.80 -0.01  0.164
C: -0.62 -0.25 -0.19  -0.063
C: -1.99 0.21 0.05  -0.512
C: 1.50 -0.08 1.31  -0.046
C: 0.85 0.06 -0.05  -0.460
C: 0.21 -1.13 -0.69  0.103
C: 1.48 1.13 -0.93  -0.044
H: 2.56 -0.33 1.20  0.077
H: 1.43 0.86 1.86  0.081
H: 1.02 -0.85 1.89  0.079
H: 0.36 -2.04 -1.23  0.098
H: -2.63 -1.75 -0.20  0.100
H: -3.87 -0.59 0.14  0.110
H: 0.97 1.18 -1.89  0.081
H: 1.40 2.10 -0.45  0.082
H: 2.53 0.91 -1.09  0.077

***

<z>
The following is a quantum chemistry calculation of the molecule C6H9NO, from the Open Molecules 2025 dataset.

The charge is 0. As for the SMILES: CC(=O)CC(C)=C=N. The HOMO energy comes out at -8.6 eV. The value obtained for the orbital gap is 9.4946 eV.

Each line ends with the Löwdin charge.
Atoms and positions in Å:
O: -1.83 1.14 -1.37  0.095
N: -0.48 -2.37 -0.61  0.173
C: 0.19 -1.36 -0.54  -0.165
C: -1.28 0.94 -0.31  -0.473
C: 0.22 1.07 -0.14  -0.097
C: 2.36 -0.35 -0.01  -0.053
C: -2.02 0.53 0.93  -0.011
C: 0.87 -0.30 -0.23  -0.292
H: -1.56 -0.35 1.36  0.083
H: 0.62 1.71 -0.93  0.127
H: 2.60 0.03 0.98  0.080
H: 2.87 0.28 -0.74  0.080
H: -3.07 0.34 0.70  0.086
H: 0.45 1.51 0.83  0.124
H: 2.73 -1.36 -0.10  0.079
H: -1.96 1.34 1.67  0.088
H: -0.71 -2.79 -1.50  0.075

***

Most stable to least stable, the ends of the list are <z> and <w>.

***

<w>
The following is a quantum chemistry calculation of C6H9NO as an isolated structure, from the Open Molecules 2025 dataset.

The charge is 0. The HOMO energy comes out at -9.1 eV. The value obtained for the orbital gap is 9.9729 eV.

Each line ends with the Löwdin charge.
Atoms and positions in Å:
O: -2.13 -0.89 -0.10  0.020
N: 1.64 -1.13 0.21  0.023
C: -0.37 0.27 1.18  -0.065
C: 0.41 1.15 0.23  -0.218
C: 1.33 0.13 -0.40  -0.255
C: -0.60 0.95 -0.87  -0.061
C: -0.82 -0.39 -0.09  -0.486
C: 0.42 -1.10 -0.55  -0.178
H: -1.54 1.46 -0.75  0.108
H: 2.07 0.41 -1.19  0.156
H: -0.07 -0.27 2.06  0.112
H: 0.58 -1.72 -1.50  0.171
H: 0.93 1.98 0.68  0.137
H: 1.70 -1.23 1.28  0.136
H: -0.42 1.14 -1.92  0.129
H: -1.98 -1.80 0.26  0.130
H: -1.14 1.03 1.46  0.141

***

<x>
The following is a quantum chemistry calculation of a 2-piece molecular cluster, C6H9NO overall, from the Open Molecules 2025 dataset.

The charge is 0. The HOMO energy comes out at -7.8 eV. The value obtained for the orbital gap is 8.7346 eV.

Each line ends with the Löwdin charge.
Atoms and positions in Å:
O: 1.50 -0.50 -2.21  0.036
N: -1.16 -1.92 -0.49  0.101
C: -0.57 0.46 -0.59  -0.245
C: -1.38 -0.61 -0.77  -0.204
C: 0.37 0.44 0.54  -0.381
C: 0.42 1.74 1.31  -0.064
C: 0.67 0.27 -2.36  -0.012
C: 1.26 -0.53 0.79  0.031
H: -2.26 -0.45 -1.40  0.123
H: -0.93 1.43 -0.88  0.107
H: -0.52 -2.13 0.26  0.070
H: 1.97 -0.43 1.60  0.059
H: -1.95 -2.55 -0.52  0.093
H: -0.55 1.95 1.77  0.083
H: 1.18 1.70 2.09  0.073
H: 1.30 -1.45 0.24  0.045
H: 0.66 2.56 0.63  0.086

***

<y>
The following is a quantum chemistry calculation of a 2-piece molecular cluster, C6H9NO overall, from the Open Molecules 2025 dataset.

The charge is 0. As for the SMILES: C=C=C(C)CO.C#N. The HOMO energy comes out at -8.8 eV. The value obtained for the orbital gap is 9.5175 eV.

Each line ends with the Löwdin charge.
Atoms and positions in Å:
O: 1.36 1.52 -0.20  -0.070
N: 1.17 -2.23 -0.65  0.099
C: -0.69 0.32 0.27  -0.318
C: 0.45 1.13 0.81  -0.258
C: 2.05 -1.63 -0.22  -0.063
C: -0.88 -0.20 -2.27  0.017
C: -1.55 -0.35 1.30  -0.055
C: -0.76 0.02 -1.00  -0.096
H: -1.93 0.39 2.01  0.077
H: -0.34 -0.99 -2.76  0.045
H: -2.39 -0.85 0.82  0.082
H: -0.98 -1.09 1.85  0.079
H: 1.00 0.46 1.53  0.125
H: 2.95 -1.10 -0.04  0.060
H: -1.50 0.43 -2.90  0.056
H: 0.04 2.03 1.30  0.130
H: 1.99 2.14 0.16  0.089

***

Most stable to least stable, the ends of the list are <x> and <w>.

***

<w>
The following is a quantum chemistry calculation of C6H9NO as an isolated structure, from the Open Molecules 2025 dataset.

The charge is 0. The HOMO energy comes out at -8.6 eV. The value obtained for the orbital gap is 9.5066 eV.

Each line ends with the Löwdin charge.
Atoms and positions in Å:
O: 0.26 1.59 0.61  -0.128
N: 0.27 1.05 -1.83  -0.023
C: 0.37 -1.17 -0.42  -0.094
C: -0.19 -0.21 -1.36  -0.459
C: -1.08 -0.37 -0.21  -0.137
C: 1.01 -0.84 0.92  -0.094
C: 0.23 0.37 1.62  -0.111
C: -0.93 0.77 0.80  -0.252
H: 0.87 1.55 -0.94  0.139
H: 0.17 -2.20 -0.47  0.103
H: 0.81 -1.72 1.68  0.157
H: 1.95 -0.45 0.79  0.073
H: 0.27 0.56 2.75  0.151
H: -0.76 -0.71 -2.10  0.124
H: 0.85 0.91 -2.96  0.186
H: -2.26 -0.60 -0.07  0.179
H: -1.83 1.46 1.21  0.186

***

<x>
The following is a quantum chemistry calculation of C6H9NO as an isolated structure, from the Open Molecules 2025 dataset.

The charge is 0. The HOMO energy comes out at -8.0 eV. The value obtained for the orbital gap is 7.6952 eV.

Each line ends with the Löwdin charge.
Atoms and positions in Å:
O: -0.94 1.15 2.31  0.016
N: 0.88 -0.46 2.95  0.047
C: 0.82 -0.53 1.54  -0.066
C: -0.55 0.67 -0.02  0.113
C: -1.81 0.06 -1.87  0.043
C: -0.59 0.71 1.25  -0.431
C: -0.58 0.19 -1.37  -0.427
C: 0.64 0.01 -2.18  -0.075
H: -1.75 0.06 -3.00  0.083
H: 1.60 0.12 -1.60  0.088
H: 0.62 -1.04 -2.60  0.103
H: 0.55 -1.48 1.33  0.070
H: -2.75 0.52 -1.50  0.085
H: 1.73 -0.28 1.14  0.071
H: 0.61 0.75 -3.04  0.105
H: 1.47 0.30 3.28  0.101
H: 0.05 -0.74 3.38  0.075

***

<y>
The following is a quantum chemistry calculation of the molecule C6H9NO, from the Open Molecules 2025 dataset.

The charge is 0. As for the SMILES: C1=NOCC12CCC2. The HOMO energy comes out at -9.3 eV. The value obtained for the orbital gap is 10.1115 eV.

Each line ends with the Löwdin charge.
Atoms and positions in Å:
O: 0.76 1.68 -1.87  -0.127
N: 0.73 2.38 -0.63  0.083
C: -0.12 0.53 -1.70  -0.131
C: 0.99 -0.89 0.26  -0.067
C: -0.09 -1.18 1.43  -0.180
C: 0.28 1.62 0.24  -0.143
C: -0.07 0.24 -0.17  -0.381
C: -1.19 -0.65 0.55  -0.103
H: 0.22 -0.53 2.21  0.089
H: 2.06 -0.43 0.49  0.148
H: 0.29 2.09 1.27  0.150
H: 0.98 -1.74 -0.38  0.079
H: -1.44 -1.50 -0.11  0.125
H: -1.17 0.88 -1.81  0.120
H: -0.19 -2.22 1.68  0.093
H: -0.10 -0.21 -2.52  0.136
H: -1.94 -0.06 1.07  0.108

***

Most stable to least stable, the ends of the list are <y> and <w>.

***

<w>
The following is a quantum chemistry calculation of the molecule C6H9NO, from the Open Molecules 2025 dataset.

The charge is 0. As for the SMILES: C=NC(=O)/C(C)=C/C. The HOMO energy comes out at -9.3 eV. The value obtained for the orbital gap is 10.0555 eV.

Each line ends with the Löwdin charge.
Atoms and positions in Å:
O: 2.21 1.38 0.24  0.113
N: 1.84 -0.82 0.46  0.074
C: -0.85 -0.49 -0.23  -0.143
C: -0.64 1.92 0.26  -0.058
C: -2.30 -0.63 -0.32  -0.074
C: -0.11 0.57 -0.03  -0.197
C: 1.47 0.46 0.14  -0.446
C: 2.65 -1.66 0.07  0.007
H: -1.13 2.20 1.25  0.114
H: -0.39 -1.43 -0.50  0.104
H: 3.25 -1.57 -0.87  0.103
H: 2.91 -2.45 0.73  0.064
H: -2.60 -0.84 -1.23  0.018
H: -2.55 -1.63 0.25  0.129
H: -1.13 2.28 -0.60  0.070
H: 0.24 2.52 0.25  0.049
H: -2.87 0.17 0.12  0.073

***

<x>
The following is a quantum chemistry calculation of the molecule C6H9NO, from the Open Molecules 2025 dataset.

The charge is 0. As for the SMILES: C1=CC2(CNC2)OC1. The HOMO energy comes out at -9.1 eV. The value obtained for the orbital gap is 10.0887 eV.

Each line ends with the Löwdin charge.
Atoms and positions in Å:
O: 0.70 0.79 0.83  -0.052
N: -1.37 0.50 -1.73  -0.031
C: 1.33 -0.16 1.73  -0.135
C: 0.79 -1.48 1.21  -0.037
C: -0.02 0.17 -0.17  -0.492
C: 0.10 -1.28 0.10  -0.022
C: -1.50 0.58 -0.27  -0.129
C: 0.08 0.57 -1.66  -0.125
H: -0.43 -1.99 -0.53  0.131
H: 2.39 -0.09 1.69  0.104
H: -1.76 1.30 -2.19  0.088
H: 1.02 0.11 2.70  0.103
H: -2.26 -0.14 0.10  0.114
H: 0.63 -0.14 -2.29  0.112
H: 0.49 1.60 -1.74  0.128
H: 1.00 -2.41 1.79  0.119
H: -1.74 1.53 0.25  0.124

***

<y>
The following is a quantum chemistry calculation of the molecule C6H9NO, from the Open Molecules 2025 dataset.

The charge is 0. As for the SMILES: C=C=CN(C)C(C)=O. The HOMO energy comes out at -8.3 eV. The value obtained for the orbital gap is 9.1647 eV.

Each line ends with the Löwdin charge.
Atoms and positions in Å:
O: -2.67 -0.80 0.20  0.079
N: -0.44 -0.43 0.17  -0.103
C: -0.20 -1.80 0.29  -0.079
C: 3.25 0.16 -0.43  -0.009
C: 2.02 0.15 -0.10  -0.048
C: -1.78 0.01 0.16  -0.454
C: -2.03 1.50 -0.05  0.015
C: 0.69 0.44 0.14  -0.046
H: -3.06 1.60 -0.04  0.057
H: 4.07 0.20 0.30  0.078
H: 3.53 0.21 -1.39  0.018
H: 0.12 -2.21 -0.64  0.094
H: 0.47 -2.10 1.08  0.094
H: -1.11 -2.34 0.54  0.088
H: -1.47 2.22 0.52  0.080
H: -1.82 1.77 -1.04  0.077
H: 0.44 1.42 0.30  0.061

***

Most stable to least stable, the ends of the list are <x> and <y>.

***

<w>
The following is a quantum chemistry calculation of the molecule C6H9NO, from the Open Molecules 2025 dataset.

The charge is 0. As for the SMILES: C=C(C)CC(N)=C=O. The HOMO energy comes out at -7.3 eV. The value obtained for the orbital gap is 8.1879 eV.

Each line ends with the Löwdin charge.
Atoms and positions in Å:
O: -0.95 -2.65 -0.19  0.143
N: 1.92 -1.64 1.18  0.067
C: 0.77 -1.07 0.66  -0.352
C: -1.88 0.84 -0.06  -0.064
C: -0.17 -1.83 0.12  -0.148
C: -0.05 1.33 -1.66  0.049
C: -0.43 0.80 -0.48  -0.358
C: 0.63 0.43 0.58  -0.113
H: 1.00 1.40 -1.95  0.061
H: -2.45 1.58 -0.62  0.080
H: -2.35 -0.13 -0.23  0.076
H: -0.77 1.78 -2.34  0.061
H: 2.74 -1.04 1.19  0.087
H: -1.98 1.09 1.00  0.082
H: 2.08 -2.60 0.90  0.099
H: 0.29 0.83 1.55  0.117
H: 1.60 0.87 0.33  0.114

***

<x>
The following is a quantum chemistry calculation of C6H9NO as an isolated structure, from the Open Molecules 2025 dataset.

The charge is 0. The HOMO energy comes out at -7.8 eV. The value obtained for the orbital gap is 8.0209 eV.

Each line ends with the Löwdin charge.
Atoms and positions in Å:
O: 0.27 2.10 -1.37  0.097
N: -0.21 -1.35 0.04  0.028
C: -0.56 -0.13 -2.02  -0.043
C: -0.04 0.95 -1.37  -0.293
C: -0.82 0.61 1.39  -0.051
C: -0.92 -1.18 -1.13  -0.046
C: 0.13 -0.04 0.41  -0.466
C: 1.59 0.18 0.73  -0.060
H: 0.19 -2.20 0.39  0.152
H: -0.64 -0.17 -3.10  0.099
H: 2.23 -0.38 0.06  0.080
H: 1.84 1.24 0.63  0.079
H: -1.85 0.31 1.20  0.078
H: -0.76 1.70 1.31  0.081
H: -1.71 -1.88 -1.37  0.116
H: 1.81 -0.12 1.76  0.073
H: -0.55 0.35 2.42  0.075

***

<y>
The following is a quantum chemistry calculation of the molecule C6H9NO, from the Open Molecules 2025 dataset.

The charge is 0. As for the SMILES: N[C@@]12C[C@@H]1O[C@@H]1C[C@@H]12. The HOMO energy comes out at -8.9 eV. The value obtained for the orbital gap is 9.9253 eV.

Each line ends with the Löwdin charge.
Atoms and positions in Å:
O: -0.84 1.35 -0.51  -0.011
N: 1.99 -0.94 -0.36  0.095
C: -0.51 -1.02 -0.15  -0.132
C: 0.78 -0.30 -0.01  -0.485
C: -1.78 -0.74 0.71  -0.034
C: 0.54 1.10 -0.25  -0.228
C: 1.09 0.71 1.12  0.023
C: -1.47 0.08 -0.49  -0.285
H: -1.78 -0.29 1.75  0.129
H: 1.67 -1.94 -0.22  0.111
H: 0.70 0.81 2.07  0.078
H: 1.23 1.70 -0.98  0.185
H: -0.42 -2.04 -0.37  0.120
H: 2.12 1.04 1.00  0.100
H: 2.10 -0.97 -1.33  0.056
H: -2.62 -1.44 0.44  0.122
H: -2.17 -0.10 -1.34  0.155

***

Most stable to least stable, the ends of the list are <w> and <y>.